# 1
C30H46BrN3NiP2 | ωB97M-V/def2-TZVPD

Its multiplicity is 3. The expectation value of S² is 2.01. As for the total charge: +2. The strongest force on any atom comes out at 3.9 eV/Å. For the energy above the lowest of the compared OMol25 structures with the same formula, charge and spin, the calculation gives 26.3 kJ/mol. As for the highest occupied orbital energy (alpha / beta): -12.86 / -12.86 eV. As for the HOMO-LUMO gap (alpha / beta): 7.16 / 5.52 eV.

Last column: Löwdin charge in e.
Atoms and positions in Å:
1 N -5.4359 -1.3916 3.5494  0.063
2 C -4.5043 -0.5847 4.0787  -0.131
3 C -3.9644 0.4949 3.3720  -0.024
4 C -4.4166 0.7520 2.0596  -0.229
5 C -5.4236 -0.0946 1.5299  -0.009
6 C -5.9067 -1.1386 2.3295  -0.133
7 C -3.8348 1.7661 1.2135  -0.033
8 Ni 0.5732 -0.1252 -0.2302  0.367
9 P 2.3471 0.4082 -1.3312  0.927
10 C -4.0313 1.8387 -0.1475  -0.023
11 C -2.9536 2.3330 -0.9963  -0.203
12 C -2.7979 1.8639 -2.3260  -0.017
13 C -1.6016 2.0633 -3.0075  -0.118
14 C -0.5522 2.7067 -2.3490  -0.579
15 C -0.7352 3.3707 -1.1399  -0.138
16 C -1.9319 3.1710 -0.4454  -0.030
17 Br 1.0255 3.2391 -3.4052  0.912
18 H -3.1478 2.4568 1.6903  0.101
19 H -4.9222 1.4491 -0.6483  0.118
20 H -3.1882 1.1219 3.8240  0.109
21 H -5.8053 0.0329 0.5228  0.102
22 H -4.1398 -0.8253 5.0783  0.112
23 H -6.6852 -1.7964 1.9329  0.117
24 H -3.6328 1.3038 -2.7671  0.130
25 H -2.0867 3.6184 0.5371  0.113
26 H -1.4877 1.7281 -4.0317  0.116
27 H 0.0198 4.0426 -0.7446  0.109
28 P -0.2958 -1.9975 -0.3748  0.892
29 C 2.7870 2.0669 -0.6602  -0.371
30 C 3.7276 2.9317 -1.4919  -0.158
31 H 3.2100 1.8795 0.3420  0.095
32 H 1.8326 2.5927 -0.4939  0.041
33 H 4.0061 3.8269 -0.9207  0.094
34 H 4.6471 2.4090 -1.7792  0.059
35 H 3.2082 3.2835 -2.3943  -0.024
36 C 1.8972 0.2827 -3.1057  -0.430
37 C 3.0268 0.5061 -4.1059  -0.135
38 H 1.1311 1.0659 -3.2674  -0.058
39 H 1.3642 -0.6664 -3.2752  0.066
40 H 2.6088 0.7143 -5.0990  0.090
41 H 3.6618 1.3653 -3.8502  0.064
42 H 3.6555 -0.3870 -4.1961  0.082
43 C 3.7868 -0.7053 -1.1017  -0.358
44 C 5.1513 -0.0895 -1.4081  -0.127
45 H 3.6116 -1.6020 -1.7188  0.092
46 H 3.7308 -1.0248 -0.0486  0.071
47 H 5.9372 -0.8431 -1.2831  0.091
48 H 5.2271 0.2721 -2.4419  0.069
49 H 5.3893 0.7351 -0.7267  0.075
50 C 0.4069 -3.4943 0.4206  -0.378
51 C 1.8489 -3.7734 0.0189  -0.130
52 H -0.2586 -4.3163 0.1096  0.108
53 H 0.3130 -3.3822 1.5106  0.075
54 H 2.0970 -4.8119 0.2711  0.094
55 H 2.0132 -3.6476 -1.0588  0.068
56 H 2.5525 -3.1212 0.5537  0.056
57 C -0.3971 -2.5778 -2.1263  -0.373
58 C -1.4653 -1.9262 -3.0059  -0.125
59 H -0.5783 -3.6628 -2.0470  0.103
60 H 0.6033 -2.4325 -2.5670  0.062
61 H -1.3393 -2.2948 -4.0344  0.093
62 H -2.4790 -2.2008 -2.6872  0.076
63 H -1.3997 -0.8289 -3.0317  0.051
64 C -2.0299 -2.0708 0.2023  -0.354
65 C -2.3102 -2.5955 1.6060  -0.119
66 H -2.5257 -2.6999 -0.5510  0.091
67 H -2.4186 -1.0437 0.1012  0.075
68 H -3.3906 -2.7630 1.6968  0.081
69 H -1.8176 -3.5513 1.8206  0.069
70 H -2.0231 -1.8774 2.3857  0.075
71 N 2.4052 1.2793 5.3077  0.165
72 C 1.8111 0.8791 4.1447  -0.270
73 C 1.9831 -0.4581 3.7006  0.022
74 C 1.5198 -0.8132 2.4443  -0.090
75 N 0.8845 0.0852 1.6278  -0.104
76 C 0.5668 1.3287 2.1172  -0.094
77 C 1.0345 1.7627 3.3535  0.018
78 H 2.9887 0.6409 5.8309  0.124
79 H 2.3916 2.2376 5.6227  0.125
80 H 2.5140 -1.1886 4.3174  0.132
81 H 1.6441 -1.8319 2.0500  0.093
82 H -0.0703 1.9434 1.4680  0.107
83 H 0.8427 2.7860 3.6806  0.128

---

# 2
C30H46BrN3P2Ru | ωB97M-V/def2-TZVPD

Its multiplicity is 5. The expectation value of S² is 6.06. As for the total charge: +4. The strongest force on any atom comes out at 4.8 eV/Å. For the energy above the lowest of the compared OMol25 structures with the same formula, charge and spin, the calculation gives 204.0 kJ/mol. As for the highest occupied orbital energy (alpha / beta): -18.23 / -18.29 eV. As for the HOMO-LUMO gap (alpha / beta): 6.18 / 4.09 eV.

Last column: Löwdin charge in e.
Atoms and positions in Å:
1 N -6.1323 4.4735 -4.6623  0.219
2 C -6.0531 4.9440 -3.4228  0.016
3 C -5.3195 4.2928 -2.4236  0.089
4 C -4.6004 3.1132 -2.7264  -0.143
5 C -4.7396 2.6233 -4.0475  0.092
6 C -5.5005 3.3492 -4.9773  0.010
7 C -3.7209 2.4695 -1.7462  -0.004
8 Ru -1.0840 0.3165 0.1937  1.012
9 P 5.0653 -0.9176 0.4592  1.216
10 C -2.9339 1.3731 -1.9643  -0.015
11 C -1.5550 1.3933 -1.4770  -0.446
12 C -0.5337 0.7544 -2.2361  -0.070
13 C 0.7714 1.2218 -2.1676  -0.087
14 C 1.1048 2.2473 -1.2710  -0.724
15 C 0.2004 2.5770 -0.2341  -0.095
16 C -1.1780 2.3588 -0.4716  -0.141
17 Br 2.4922 3.3364 -1.6472  1.007
18 H -3.7029 2.9464 -0.7617  0.124
19 H -3.0920 0.6080 -2.7275  0.128
20 H -5.2823 4.7168 -1.4270  0.145
21 H -4.2487 1.7198 -4.3902  0.135
22 H -6.5787 5.8688 -3.1893  0.163
23 H -5.6059 3.0239 -6.0128  0.162
24 H -0.8576 0.1206 -3.0640  0.121
25 H -1.9622 2.9772 -0.0560  0.124
26 H 1.5073 0.7997 -2.8505  0.135
27 H 0.5296 3.0929 0.6662  0.119
28 P -0.7019 -1.8481 -0.1617  0.873
29 C 5.3058 0.8867 0.6287  -0.369
30 C 6.7265 1.2863 0.2007  -0.128
31 H 5.1953 1.0927 1.7042  0.095
32 H 4.5322 1.4524 0.0783  0.071
33 H 6.8727 2.3609 0.3736  0.093
34 H 7.4699 0.7527 0.8102  0.089
35 H 6.9297 1.0680 -0.8584  0.084
36 C 4.3316 -1.2125 -1.1922  -0.358
37 C 5.2105 -2.1602 -2.0111  -0.128
38 H 4.2244 -0.2387 -1.6880  0.090
39 H 3.3350 -1.6360 -1.0165  0.054
40 H 4.8378 -2.2389 -3.0324  0.088
41 H 6.2483 -1.8219 -2.0724  0.085
42 H 5.2255 -3.1689 -1.5917  0.087
43 C 3.8669 -1.2683 1.7759  -0.373
44 C 4.5549 -1.9187 3.0057  -0.120
45 H 3.1148 -1.9431 1.3404  0.067
46 H 3.3901 -0.3223 2.0760  0.092
47 H 3.8446 -2.5802 3.5216  0.086
48 H 5.4392 -2.5186 2.7327  0.081
49 H 4.8795 -1.1468 3.7207  0.090
50 C -0.2109 -3.0333 1.1523  -0.362
51 C -1.0797 -4.2949 1.2816  -0.106
52 H -0.1628 -2.4682 2.0963  0.055
53 H 0.8230 -3.3311 0.9172  0.075
54 H -2.0491 -4.0809 1.7606  0.084
55 H -1.2551 -4.7826 0.3081  0.088
56 H -0.5524 -5.0232 1.9157  0.100
57 C 0.4783 -2.2403 -1.4802  -0.375
58 C -0.1779 -2.5623 -2.8089  -0.113
59 H 1.0840 -3.0872 -1.1279  0.092
60 H 1.1419 -1.3637 -1.5505  0.045
61 H -0.9758 -3.3052 -2.7115  0.090
62 H -0.6056 -1.6768 -3.2789  0.048
63 H 0.5808 -2.9558 -3.4914  0.101
64 C -2.4215 -2.1994 -0.6288  -0.368
65 C -3.3837 -1.4793 0.3140  -0.128
66 H -2.5725 -3.2805 -0.5626  0.087
67 H -2.5758 -1.8781 -1.6718  0.085
68 H -4.3318 -1.2689 -0.2033  0.099
69 H -3.6433 -2.0713 1.2116  0.096
70 H -2.9107 -0.5107 0.6494  0.012
71 N -1.6554 1.0223 6.4762  0.196
72 C -1.3208 0.7382 5.1996  -0.275
73 C -1.6008 -0.5190 4.6249  0.031
74 C -1.5520 -0.6887 3.2475  -0.118
75 N -1.1539 0.3044 2.3955  -0.101
76 C -0.7319 1.4610 2.9626  -0.125
77 C -0.7686 1.7023 4.3293  0.023
78 H -2.1120 0.3437 7.0819  0.144
79 H -1.5254 1.9517 6.8592  0.139
80 H -1.9223 -1.3460 5.2529  0.135
81 H -1.8324 -1.6530 2.7981  0.097
82 H -0.3789 2.2227 2.2655  0.080
83 H -0.4681 2.6771 4.7062  0.132

---

# 3
C30H46CaN9O4 | ωB97M-V/def2-TZVPD

As for the total charge: +1. The strongest force on any atom comes out at 1.3 eV/Å. For the energy above the lowest of the compared OMol25 structures with the same formula, charge and spin, the calculation gives 113.4 kJ/mol. As for the highest occupied orbital energy: -9.73 eV. As for the HOMO-LUMO gap: 7.80 eV.

Last column: Löwdin charge in e.
Atoms and positions in Å:
1 Ca -0.2492 -0.8698 0.9034  1.418
2 C -0.8216 1.1118 3.6010  -0.134
3 C 0.2357 0.2889 4.2903  -0.164
4 O 1.0649 -0.3176 3.3106  -0.191
5 C 1.9766 -1.2485 3.8745  -0.158
6 C 2.4548 -2.1732 2.7813  -0.145
7 O 1.3985 -2.6214 1.9371  -0.216
8 C 0.6461 -3.7531 2.4051  -0.133
9 C -0.4558 -3.3563 3.3725  -0.143
10 O -1.0440 -2.1506 2.8940  -0.255
11 C -2.2148 -1.7231 3.5736  -0.153
12 C -2.6251 -0.4166 2.9168  -0.131
13 O -1.4889 0.3945 2.5611  -0.262
14 H -0.3656 1.9759 3.1168  0.125
15 H -1.5435 1.4723 4.3345  0.143
16 H -0.2021 -0.4906 4.9183  0.120
17 H 0.8152 0.9519 4.9391  0.145
18 H 1.4848 -1.7991 4.6801  0.121
19 H 2.8388 -0.7322 4.3051  0.143
20 H 2.9673 -3.0248 3.2293  0.141
21 H 3.1629 -1.6581 2.1369  0.112
22 H 1.3147 -4.4788 2.8683  0.141
23 H 0.2122 -4.2021 1.5233  0.106
24 H -0.0855 -3.1859 4.3860  0.123
25 H -1.1900 -4.1632 3.4151  0.144
26 H -2.0080 -1.6118 4.6406  0.128
27 H -3.0220 -2.4488 3.4606  0.144
28 H -3.3143 0.1398 3.5521  0.142
29 H -3.1238 -0.6239 1.9727  0.122
30 C 1.3540 4.2543 0.3029  -0.040
31 N 0.7170 2.9827 0.6582  -0.130
32 C 1.6960 2.0130 1.1266  -0.050
33 C -0.4243 2.5463 0.0036  -0.346
34 N -0.6392 1.2792 -0.1079  0.021
35 C -1.8838 0.7815 -0.5897  -0.288
36 C -3.0692 1.1594 -0.0089  -0.068
37 C -4.3048 0.6665 -0.4753  -0.066
38 C -4.3326 -0.1959 -1.5303  -0.021
39 C -3.1338 -0.6298 -2.1507  -0.153
40 C -3.1942 -1.5091 -3.2576  -0.031
41 C -2.0466 -1.9040 -3.8717  -0.044
42 C -0.7888 -1.4915 -3.3799  -0.045
43 C -0.6703 -0.6719 -2.2866  -0.254
44 N 0.5810 -0.4426 -1.6425  0.095
45 C 1.6658 -0.2555 -2.3332  -0.381
46 N 1.7071 0.2223 -3.6169  -0.155
47 C 2.5202 -0.4471 -4.6297  -0.050
48 C 0.6630 1.0916 -4.1208  -0.041
49 N 2.8886 -0.4266 -1.7359  -0.134
50 C 3.0883 -1.3127 -0.6109  -0.067
51 C 4.0974 0.2307 -2.2010  -0.052
52 C -1.8769 -0.1693 -1.6701  -0.076
53 N -1.2096 3.5529 -0.5257  -0.164
54 C -1.9367 3.3892 -1.7770  -0.030
55 C -1.6678 4.6446 0.3220  -0.054
56 H 2.2972 4.0616 -0.2169  0.092
57 H 1.5746 4.8430 1.1951  0.096
58 H 0.7181 4.8351 -0.3525  0.079
59 H 2.1862 2.3793 2.0280  0.102
60 H 2.4588 1.8341 0.3587  0.094
61 H 1.2500 1.0605 1.3637  0.028
62 H -3.0399 1.8673 0.8108  0.120
63 H -5.2266 0.9909 -0.0055  0.111
64 H -5.2765 -0.5684 -1.9134  0.118
65 H -4.1631 -1.8450 -3.6093  0.116
66 H -2.0871 -2.5703 -4.7249  0.114
67 H 0.1122 -1.8794 -3.8386  0.106
68 H 3.1024 -1.2471 -4.1802  0.074
69 H 3.1831 0.2588 -5.1390  0.092
70 H 1.8615 -0.9026 -5.3755  0.093
71 H 0.1534 1.5784 -3.2905  0.076
72 H -0.0787 0.5524 -4.7143  0.089
73 H 1.1175 1.8612 -4.7471  0.097
74 H 2.1665 -1.8166 -0.3521  0.045
75 H 3.4516 -0.7411 0.2524  0.077
76 H 3.8224 -2.0833 -0.8508  0.100
77 H 3.8516 1.0181 -2.9053  0.088
78 H 4.7823 -0.4735 -2.6816  0.096
79 H 4.6175 0.6744 -1.3482  0.087
80 H -1.5402 2.5511 -2.3455  0.079
81 H -1.8139 4.2958 -2.3735  0.098
82 H -3.0049 3.2190 -1.6199  0.091
83 H -1.0894 4.6844 1.2429  0.087
84 H -2.7256 4.5119 0.5806  0.091
85 H -1.5653 5.6044 -0.1915  0.094
86 N 2.2120 -3.5431 -2.8367  0.132
87 C 1.3266 -3.7418 -2.1111  -0.382
88 N 0.3596 -4.0458 -1.2601  0.107
89 C -0.4325 -3.2339 -0.6622  -0.401
90 N -1.1790 -2.6336 0.0228  0.008